[1]
An isolated ion of composition C2H6O3PS and charge -1. Source: the OMol25 dataset; level of theory: the ωB97M-V functional and the def2-TZVPD basis.

```
13
C2H6O3PS | the OMol25 dataset | the ωB97M-V functional and the def2-TZVPD basis
C -1.316 -1.070 -0.025
C -0.839 0.257 0.644
O 1.602 0.207 2.088
O 1.507 -0.805 -0.068
O 1.542 1.630 0.027
P 1.073 1.804 -1.513
S 0.942 0.106 0.821
H -0.572 -1.418 -0.773
H -1.713 -1.780 0.697
H -2.281 -0.847 -0.539
H -1.092 0.083 1.811
H 1.401 0.360 -1.749
H -0.253 1.473 -1.422
```

Computed properties:
ΔE to the lowest compared entry with this formula, charge and spin ... 5.226 eV
Orbital gap ... 7.71 eV
LUMO energy ... 4.063 eV
SMILES ... CC=[S@@](=O)([O-])OP
Multiplicity ... 1
Total charge ... -1
DFT total energy ... -28436.20614 eV


[2]
An isolated ion of composition C2H2N3O and charge +1. Source: the OMol25 dataset; level of theory: the ωB97M-V functional and the def2-TZVPD basis.

```
8
C2H2N3O | the OMol25 dataset | the ωB97M-V functional and the def2-TZVPD basis
C -1.004 0.515 -0.004
C 1.000 -0.285 0.056
N -0.133 1.493 0.009
N 1.051 1.054 0.038
N -0.334 -0.676 0.046
O 2.194 -1.318 -0.057
H -1.946 0.888 -0.227
H -0.828 -1.672 0.139
```

Computed properties:
ΔE to the lowest compared entry with this formula, charge and spin ... 5.814 eV
Orbital gap (spin up / spin down) ... 6.75 / 6.70 eV
LUMO energy (spin up / spin down) ... -10.439 / -10.444 eV
SMILES ... O=C1N=NC=[NH+]1
Multiplicity ... 1
Total charge ... +1
DFT total energy ... -8609.04030 eV


[3]
C16H60B3O12PdPtSSr as an isolated structure. Source: the OMol25 dataset; level of theory: the ωB97M-V functional and the def2-TZVPD basis.

```
95
C16H60B3O12PdPtSSr | the OMol25 dataset | the ωB97M-V functional and the def2-TZVPD basis
Pt 12.438 4.670 22.538
Sr 13.106 6.664 19.220
Pd 9.620 1.567 19.322
B 10.588 7.660 19.453
H 11.264 8.244 18.849
H 10.556 8.100 20.438
H 9.605 7.660 19.008
H 10.914 6.631 19.488
B 11.087 3.078 23.307
H 10.896 3.610 22.388
H 10.506 2.173 23.220
H 12.157 2.938 23.279
H 10.736 3.669 24.138
B 13.873 6.541 21.818
H 14.530 7.326 21.478
H 12.829 6.797 21.722
H 14.192 5.701 21.220
H 14.034 6.305 22.859
S 12.587 3.558 19.452
O 12.278 4.299 20.624
O 12.819 4.483 18.391
O 13.808 2.859 19.756
O 11.510 2.678 19.165
C 6.737 4.126 20.034
C 8.239 4.494 20.169
O 9.063 3.385 20.505
H 6.049 4.968 19.964
H 6.363 3.563 20.889
H 6.544 3.598 19.100
H 8.414 5.212 20.970
H 8.569 5.089 19.318
H 9.619 3.718 21.214
C 14.701 1.029 22.804
C 15.148 2.464 22.928
O 14.265 3.273 22.206
H 13.713 0.913 23.249
H 15.352 0.299 23.285
H 14.693 0.716 21.760
H 16.066 2.678 22.381
H 15.295 2.853 23.935
H 14.135 2.928 21.320
C 11.400 -0.527 16.233
C 10.852 -1.029 17.602
O 11.044 -0.064 18.600
H 10.874 0.357 15.872
H 11.205 -1.267 15.457
H 12.477 -0.366 16.186
H 11.352 -1.942 17.927
H 9.779 -1.201 17.508
H 11.995 -0.003 18.723
C 9.523 3.101 14.837
C 9.662 3.380 16.353
O 9.210 2.248 17.086
H 8.626 2.499 14.695
H 10.390 2.546 14.479
H 9.337 3.885 14.102
H 9.056 4.223 16.687
H 10.722 3.548 16.543
H 8.421 1.903 16.662
C 15.542 -0.894 19.049
C 14.614 -0.114 18.161
O 13.524 0.352 19.025
H 15.715 -0.443 20.026
H 16.445 -1.042 18.455
H 15.125 -1.882 19.244
H 14.348 -0.679 17.267
H 15.193 0.786 17.953
H 13.744 1.203 19.412
C 18.506 4.128 18.782
C 17.334 3.421 19.500
O 16.160 4.219 19.320
H 18.249 4.511 17.794
H 19.432 3.575 18.622
H 18.738 4.988 19.410
H 17.541 3.299 20.563
H 17.235 2.412 19.099
H 15.404 3.648 19.477
C 16.245 3.675 15.044
C 15.210 4.084 16.052
O 13.945 4.409 15.453
H 15.820 2.918 14.385
H 17.103 3.315 15.611
H 16.649 4.521 14.488
H 15.562 4.970 16.580
H 15.085 3.244 16.735
H 13.380 4.700 16.172
C 11.418 6.867 14.807
C 11.412 7.179 16.290
O 12.708 6.988 16.847
H 10.433 6.981 14.353
H 11.708 5.835 14.610
H 12.143 7.560 14.380
H 10.645 6.563 16.760
H 11.033 8.198 16.363
H 13.291 7.514 16.294
```

Computed properties:
ΔE to the lowest compared entry with this formula, charge and spin ... 0.321 eV
Orbital gap (spin up / spin down) ... 7.44 / 4.18 eV
LUMO energy (spin up / spin down) ... -4.232 / -7.269 eV
Multiplicity ... 5
Total charge ... +1
DFT total energy ... -62543.31294 eV


[4]
A single C6H7NO2 molecule. Source: the OMol25 dataset; level of theory: the ωB97M-V functional and the def2-TZVPD basis.

```
16
C6H7NO2 | the OMol25 dataset | the ωB97M-V functional and the def2-TZVPD basis
C -1.597 -0.005 -1.666
C -1.540 -0.035 0.646
C -1.218 1.374 0.147
C -0.211 0.172 0.017
C 1.977 -0.908 0.199
C 1.062 0.062 0.761
N -2.167 0.625 -0.603
O -2.111 -0.391 -2.686
O -0.292 -0.261 -1.290
H -2.097 -0.484 1.420
H -1.278 2.424 0.311
H 3.001 -0.626 0.366
H 2.103 -0.821 -0.883
H 1.925 -1.898 0.685
H 1.596 0.998 0.719
H 0.845 -0.224 1.857
```

Computed properties:
ΔE to the lowest compared entry with this formula, charge and spin ... 3.561 eV
Orbital gap ... 10.82 eV
LUMO energy ... 0.779 eV
SMILES ... CC[C@]12OC(=O)N3[C@H]1[C@@H]32
Multiplicity ... 1
DFT total energy ... -11916.87084 eV


[5]
C7H11NO as an isolated structure. Source: the OMol25 dataset; level of theory: the ωB97M-V functional and the def2-TZVPD basis.

```
20
C7H11NO | the OMol25 dataset | the ωB97M-V functional and the def2-TZVPD basis
C -1.432 -0.284 1.906
C -0.332 -0.379 0.963
C -0.127 -0.475 -0.269
C -1.183 -0.008 -1.414
C 1.367 -0.035 -0.762
C 2.007 -0.293 0.496
C 3.373 -0.119 0.421
H -2.224 -1.003 1.149
H -1.067 -0.820 3.245
H -1.593 1.074 2.012
H -1.081 -1.013 -2.379
H -0.847 1.235 -1.891
H -3.053 0.710 -2.207
H -2.899 0.748 0.028
H 1.322 1.281 -0.741
H 1.651 -0.487 -1.797
H 3.910 -0.147 -0.594
H 3.948 0.347 1.317
N -2.693 0.031 -0.999
O 0.954 -0.362 1.515
```

Computed properties:
ΔE to the lowest compared entry with this formula, charge and spin ... 12.844 eV
Orbital gap ... 8.48 eV
LUMO energy ... 0.246 eV
Multiplicity ... 1
DFT total energy ... -10962.43201 eV


[6]
A single C3H7NO molecule. Source: the OMol25 dataset; level of theory: the ωB97M-V functional and the def2-TZVPD basis.

```
12
C3H7NO | the OMol25 dataset | the ωB97M-V functional and the def2-TZVPD basis
C -1.822 -0.392 -0.253
N -0.602 0.164 0.295
C 0.560 -0.004 -0.405
O 0.565 -0.419 -1.551
C 1.820 0.413 0.325
H -1.729 -1.480 -0.294
H -1.975 -0.028 -1.272
H -2.674 -0.124 0.375
H -0.551 0.300 1.292
H 1.928 1.502 0.279
H 2.675 -0.048 -0.172
H 1.805 0.117 1.380
```

Computed properties:
ΔE to the lowest compared entry with this formula, charge and spin ... 0.244 eV
Orbital gap ... 10.55 eV
LUMO energy ... 0.894 eV
SMILES ... CNC(C)=O
Multiplicity ... 1
DFT total energy ... -6762.50641 eV


[7]
A 2-piece molecular cluster, C5H14N2O overall. Source: the OMol25 dataset; level of theory: the ωB97M-V functional and the def2-TZVPD basis.

```
22
C5H14N2O | the OMol25 dataset | the ωB97M-V functional and the def2-TZVPD basis
C -0.893 -2.179 0.126
C -1.443 1.824 0.578
C -0.817 0.291 -1.517
C -0.644 -0.947 0.925
C -0.494 0.986 -0.186
N 0.474 0.043 0.583
N 3.101 0.254 -0.230
O 1.176 0.515 1.585
H -1.652 -1.963 -0.580
H -1.229 -2.838 0.797
H 0.035 -2.692 -0.375
H -0.732 2.326 1.363
H -1.866 2.492 -0.040
H -2.205 1.314 1.039
H -0.186 -0.449 -1.871
H -1.811 -0.065 -1.586
H -0.854 1.132 -2.258
H -1.422 -0.567 1.558
H 1.184 -0.505 0.067
H 2.930 0.111 0.683
H 3.395 1.213 -0.259
H 3.952 -0.297 -0.402
```

Computed properties:
ΔE to the lowest compared entry with this formula, charge and spin ... 8.351 eV
Orbital gap (spin up / spin down) ... 8.50 / 8.23 eV
LUMO energy (spin up / spin down) ... 0.499 / 0.508 eV
Multiplicity ... 1
DFT total energy ... -10432.67685 eV


[8]
C22H89GaNO20S as an isolated structure. Source: the OMol25 dataset; level of theory: the ωB97M-V functional and the def2-TZVPD basis.

```
134
C22H89GaNO20S | the OMol25 dataset | the ωB97M-V functional and the def2-TZVPD basis
N -1.826 2.808 -0.756
C -1.318 3.475 0.485
C -0.359 4.640 0.244
Ga -0.045 5.177 -1.675
S -2.070 5.032 -2.848
H -2.828 2.965 -0.865
H -1.762 1.796 -0.615
H -0.836 2.698 1.057
H -2.149 3.856 1.063
H -0.742 5.520 0.744
H 0.607 4.430 0.678
H 1.071 4.322 -2.457
H 0.457 6.725 -1.718
H -2.278 6.186 -3.447
C -1.746 1.305 -4.429
O -2.102 2.392 -5.279
H -1.192 0.597 -5.048
H -1.095 1.651 -3.622
H -2.603 0.787 -3.994
H -2.555 3.038 -4.713
C -1.106 -1.667 -2.375
O -2.015 -0.733 -1.785
H -0.105 -1.264 -2.259
H -1.167 -2.632 -1.870
H -1.310 -1.788 -3.442
H -2.911 -1.075 -1.891
C -0.210 -5.558 -1.102
O -1.161 -4.695 -0.484
H 0.773 -5.126 -0.931
H -0.232 -6.560 -0.662
H -0.384 -5.623 -2.176
H -2.041 -5.065 -0.632
C 0.027 -0.051 2.984
O -0.706 0.334 1.828
H -0.342 0.550 3.812
H -0.131 -1.108 3.207
H 1.098 0.136 2.860
H -0.385 -0.185 1.080
C 1.651 1.561 -3.369
O 1.308 0.425 -2.559
H 2.591 1.316 -3.860
H 0.890 1.762 -4.125
H 1.777 2.453 -2.760
H 0.479 0.631 -2.105
C 2.712 -2.795 -3.842
O 1.754 -1.863 -4.308
H 2.964 -3.456 -4.670
H 3.629 -2.293 -3.518
H 2.326 -3.404 -3.018
H 1.477 -1.302 -3.571
C -2.823 -6.642 -3.678
O -1.927 -5.557 -3.892
H -2.470 -7.185 -2.803
H -3.840 -6.288 -3.488
H -2.836 -7.322 -4.533
H -2.235 -5.070 -4.668
C -2.851 -2.791 2.760
O -1.685 -2.859 3.588
H -2.975 -1.748 2.477
H -2.715 -3.387 1.855
H -3.738 -3.133 3.292
H -1.549 -3.785 3.830
C -1.812 1.910 -8.781
O -1.822 0.903 -7.782
H -2.166 1.452 -9.703
H -2.476 2.737 -8.516
H -0.809 2.311 -8.951
H -1.524 1.324 -6.962
C 1.022 -1.825 6.335
O -0.402 -1.843 6.243
H 1.277 -1.565 7.358
H 1.449 -2.805 6.097
H 1.453 -1.076 5.673
H -0.620 -2.067 5.328
C 5.384 0.174 -3.019
O 5.592 -0.886 -2.091
H 6.078 0.019 -3.842
H 4.364 0.170 -3.410
H 5.590 1.144 -2.560
H 4.989 -0.750 -1.348
C -6.500 -3.949 4.920
O -5.801 -2.957 4.186
H -6.021 -4.902 4.707
H -6.452 -3.767 5.998
H -7.551 -4.013 4.624
H -6.199 -2.094 4.363
C -0.699 -4.720 7.797
O -1.377 -5.023 6.583
H -0.232 -5.627 8.175
H 0.072 -3.969 7.628
H -1.396 -4.350 8.552
H -1.770 -4.189 6.289
C -5.204 0.352 2.724
O -4.880 -0.043 4.055
H -6.202 0.783 2.758
H -4.509 1.104 2.344
H -5.212 -0.500 2.039
H -3.993 -0.427 4.039
C 0.114 -0.184 -6.761
O -0.780 -0.681 -7.751
H 0.989 -0.828 -6.754
H 0.432 0.841 -6.976
H -0.331 -0.209 -5.762
H -1.564 -0.111 -7.749
C 2.402 7.512 1.190
O 2.486 6.181 1.685
H 2.076 7.466 0.154
H 1.671 8.101 1.757
H 3.386 7.991 1.250
H 2.765 6.226 2.609
C -0.779 -6.932 -7.298
O -1.884 -7.826 -7.150
H -0.509 -6.583 -6.305
H 0.079 -7.444 -7.740
H -1.043 -6.070 -7.915
H -2.130 -8.133 -8.032
C 3.922 6.971 5.723
O 3.174 6.446 4.628
H 4.680 6.234 5.973
H 4.418 7.903 5.446
H 3.286 7.138 6.595
H 2.494 7.098 4.411
C 7.228 5.727 3.852
O 7.530 6.776 4.775
H 6.155 5.561 3.888
H 7.509 6.007 2.836
H 7.742 4.804 4.131
H 8.484 6.925 4.746
C 3.197 1.370 7.902
O 2.528 0.975 6.714
H 3.717 0.492 8.277
H 3.933 2.156 7.715
H 2.498 1.716 8.669
H 2.058 1.743 6.364
```

Computed properties:
ΔE to the lowest compared entry with this formula, charge and spin ... 3.703 eV
Orbital gap ... 6.30 eV
LUMO energy ... 1.875 eV
Multiplicity ... 1
Total charge ... -1
DFT total energy ... -129897.69151 eV


[9]
A 9-piece molecular cluster, C25H68O9 overall. Source: the OMol25 dataset; level of theory: the ωB97M-V functional and the def2-TZVPD basis.

```
102
C25H68O9 | the OMol25 dataset | the ωB97M-V functional and the def2-TZVPD basis
C 10.901 11.842 17.281
C 12.331 11.580 17.692
O 12.726 10.258 17.213
H 10.189 11.196 17.856
H 10.835 11.687 16.179
H 10.681 12.895 17.386
H 12.553 11.636 18.770
H 12.942 12.288 17.219
H 13.107 9.672 17.864
C 11.896 12.904 12.477
C 10.952 11.888 13.137
O 9.994 11.439 12.162
H 11.209 13.731 12.213
H 12.382 12.454 11.616
H 12.594 13.278 13.216
H 10.286 12.270 13.950
H 11.546 11.083 13.587
H 9.482 10.733 12.633
C 11.199 11.721 7.340
C 10.357 11.613 8.600
C 8.958 11.267 8.181
O 10.834 10.586 9.449
H 12.139 12.247 7.537
H 10.677 12.205 6.519
H 11.478 10.698 7.087
H 10.301 12.580 9.055
H 8.612 12.020 7.455
H 8.242 11.256 8.997
H 8.919 10.263 7.819
H 10.783 10.881 10.369
C 7.693 13.891 13.645
C 6.871 13.287 14.757
C 7.314 11.885 15.056
O 6.962 14.192 15.855
H 7.475 13.293 12.734
H 8.749 13.804 13.817
H 7.375 14.908 13.535
H 5.800 13.275 14.549
H 7.319 11.254 14.189
H 6.653 11.365 15.749
H 8.319 11.892 15.485
H 6.491 13.828 16.630
C 9.047 14.973 10.568
C 7.955 15.138 9.568
C 6.802 14.231 9.959
O 7.554 16.484 9.447
H 9.986 15.515 10.246
H 9.339 13.924 10.632
H 8.713 15.229 11.565
H 8.329 14.935 8.537
H 5.965 14.371 9.246
H 6.340 14.461 10.921
H 7.192 13.216 9.885
H 7.692 16.943 10.296
C 8.651 7.257 14.830
C 9.282 8.582 14.417
C 10.734 8.384 14.027
O 8.452 9.234 13.416
H 9.271 6.622 15.431
H 8.503 6.699 13.887
H 7.637 7.335 15.316
H 9.247 9.321 15.259
H 11.323 8.282 14.902
H 11.079 9.198 13.420
H 10.786 7.485 13.415
H 8.334 8.640 12.668
C 12.175 16.989 11.696
C 11.316 18.179 11.346
C 10.087 18.348 12.257
O 12.183 19.256 11.308
H 11.654 16.050 11.805
H 12.604 17.182 12.709
H 13.060 16.989 11.002
H 10.976 18.154 10.302
H 9.431 19.071 11.741
H 10.321 18.787 13.208
H 9.595 17.356 12.351
H 12.749 19.337 12.080
C 15.947 10.846 14.566
C 14.579 10.781 13.921
C 14.212 9.429 13.405
O 13.611 11.312 14.806
H 15.976 11.866 14.949
H 16.731 10.746 13.850
H 16.118 10.170 15.393
H 14.451 11.342 13.017
H 14.003 8.670 14.207
H 14.959 9.115 12.695
H 13.260 9.444 12.833
H 13.618 10.788 15.650
C 15.325 8.637 9.948
C 14.486 9.853 9.592
C 15.297 10.821 8.707
O 13.330 9.376 8.976
H 16.264 8.933 10.438
H 15.547 7.954 9.143
H 14.834 8.018 10.672
H 14.174 10.417 10.490
H 14.637 11.588 8.279
H 15.884 10.252 7.931
H 16.020 11.323 9.356
H 12.566 9.935 9.206
```

Computed properties:
ΔE to the lowest compared entry with this formula, charge and spin ... 1.439 eV
Orbital gap ... 9.80 eV
LUMO energy ... 0.322 eV
SMILES ... CC(C)O.CC(C)O.CC(C)O.CC(C)O.CC(C)O.CC(C)O.CC(C)O.CCO.CCO
Multiplicity ... 1
DFT total energy ... -45453.73308 eV


[10]
A 2-piece molecular cluster, C15H28ClNOPS2 overall. Source: the OMol25 dataset; level of theory: the ωB97M-V functional and the def2-TZVPD basis.

```
49
C15H28ClNOPS2 | the OMol25 dataset | the ωB97M-V functional and the def2-TZVPD basis
C -3.711 2.591 -0.965
C -2.921 2.006 -2.150
C -1.411 1.905 -1.930
C -1.004 1.354 -0.563
C 0.447 0.836 -0.542
C 0.561 -0.693 -0.570
C -0.056 -1.427 0.609
C 0.877 -1.566 1.831
C 1.162 -0.247 2.462
C 2.410 0.318 2.553
C 2.569 1.586 3.088
Cl 4.130 2.232 3.196
C 1.451 2.311 3.537
P 1.564 4.032 4.129
S 2.191 5.308 2.823
C 0.245 1.699 3.461
N 0.125 0.468 2.939
H -3.079 3.157 -0.282
H -4.218 1.813 -0.397
H -4.487 3.269 -1.319
H -3.308 1.011 -2.375
H -3.117 2.617 -3.030
H -0.993 1.265 -2.712
H -0.959 2.890 -2.073
H -1.080 2.169 0.160
H -1.715 0.585 -0.255
H 0.992 1.278 0.296
H 0.945 1.213 -1.437
H 0.044 -1.045 -1.465
H 1.613 -0.964 -0.691
H -0.287 -2.444 0.291
H -1.011 -0.992 0.909
H 1.825 -1.996 1.514
H 0.409 -2.223 2.565
H 3.265 -0.229 2.187
H 0.241 4.233 4.543
H 2.323 3.912 5.300
H -0.671 2.177 3.777
H -0.804 0.070 2.868
C 0.348 -4.210 -4.545
S -0.452 -4.642 -2.999
O -1.051 -3.390 -2.455
C 1.062 -4.922 -2.073
H -0.434 -3.959 -5.258
H 1.001 -3.352 -4.390
H 0.914 -5.067 -4.909
H 1.668 -4.016 -2.092
H 1.607 -5.759 -2.510
H 0.780 -5.166 -1.051
```

Computed properties:
Orbital gap ... 6.64 eV
LUMO energy ... -4.524 eV
Multiplicity ... 1
Total charge ... +1
DFT total energy ... -63021.84187 eV


- The highest DFT total energy belongs to which entry?
  C3H7NO